{
  "formula": "C4H10",
  "method": "ωB97M-V with the def2-TZVPD basis set",
  "elements": ["C", "H", "H", "H", "H", "C", "C", "C", "H", "H", "H", "H", "H", "H"],
  "xyz": [[0.5464, 6.1577, 2.4255], [1.6079, 6.2350, 2.1789], [-0.2119, 6.8384, 2.0596], [0.1382, 5.1743, 2.1973], [0.6909, 6.3123, 3.5108], [-1.3408, -2.9627, -1.0357], [-0.2313, -3.9367, -1.5097], [1.0654, -3.6785, -1.6080], [-1.9112, -3.6412, -0.4177], [-1.9204, -2.7113, -1.9228], [-0.9963, -2.0749, -0.5371], [-0.5411, -4.8840, -1.9544], [1.8121, -4.1230, -2.2572], [1.2922, -2.7052, -1.1294]],
  "lowdin_charge": [-0.06, 0.02, 0.01, 0.01, 0.02, -0.09, -0.25, -0.04, 0.06, 0.07, 0.06, 0.08, 0.05, 0.06],
  "orbital_gap_ev": 10.854,
  "e_above_lowest_kcal_mol": 39.4,
  "e_lumo_ev": 1.28,
  "total_charge": 0,
  "energy_ha": -158.34016,
  "e_homo_ev": -9.57
}

***

{
  "formula": "C4H10",
  "method": "ωB97M-V with the def2-TZVPD basis set",
  "elements": ["C", "H", "H", "H", "H", "C", "C", "C", "H", "H", "H", "H", "H", "H"],
  "xyz": [[-2.1046, 0.1687, 0.0893], [-3.1731, -0.1034, 0.1415], [-2.2780, 0.7736, -0.8125], [-1.7114, -0.7985, -0.2239], [-1.5340, 0.7259, 0.8129], [1.2783, -0.4035, -1.0847], [0.9491, -0.4025, 0.3733], [1.2610, 0.6154, 1.1859], [0.3710, -0.1180, -1.6200], [2.1893, 0.1757, -1.2772], [1.6225, -1.3834, -1.4446], [0.2592, -1.1586, 0.7247], [0.9088, 0.5135, 2.2123], [1.9621, 1.3951, 0.9230]],
  "lowdin_charge": [-0.06, 0.03, 0.02, 0.01, 0.01, -0.12, -0.28, -0.02, 0.07, 0.07, 0.07, 0.08, 0.05, 0.05],
  "orbital_gap_ev": 10.697,
  "e_above_lowest_kcal_mol": 37.9,
  "e_lumo_ev": 1.14,
  "total_charge": 0,
  "energy_ha": -158.34248,
  "e_homo_ev": -9.56
}

***

{
  "formula": "C4H10AgClN2O8S",
  "method": "ωB97M-V with the def2-TZVPD basis set",
  "elements": ["Ag", "Cl", "C", "N", "O", "O", "H", "H", "H", "C", "N", "O", "O", "H", "H", "H", "C", "C", "O", "S", "O", "O", "O", "H", "H", "H", "H"],
  "xyz": [[-1.1459, -2.5207, 1.3781], [-0.1511, -1.0517, 0.8288], [1.6684, -0.0892, 2.1486], [1.6195, -1.0435, 3.2590], [2.5280, -1.8736, 3.2683], [0.7036, -0.9057, 4.0934], [0.7818, 0.5431, 2.1028], [1.6884, -0.8206, 1.3407], [2.6174, 0.4469, 2.1350], [0.7980, 1.2239, 0.2465], [1.6834, 0.0897, -0.3414], [2.8125, -0.1258, 0.1942], [1.3338, -0.3445, -1.4628], [0.7329, 2.0033, -0.5127], [1.1544, 1.6291, 1.1935], [-0.1904, 0.8020, 0.4288], [-0.6262, 0.3361, -1.3757], [-2.0414, 0.8161, -0.9246], [-2.8749, 0.7289, -2.0439], [-2.3424, -0.4395, -3.1482], [-2.0459, 0.0476, -4.5033], [-3.1847, -1.6268, -3.0826], [-0.9967, -0.6989, -2.2517], [-0.1325, -0.1759, -0.5497], [0.0743, 1.1118, -1.6850], [-1.9170, 1.8079, -0.4899], [-2.5474, 0.1296, -0.2459]],
  "mulliken_spin": [0.04, 0.41, 0.02, -0.01, 0.01, 0.01, 0.00, 0.02, 0.01, 0.02, -0.06, 0.13, 0.13, 0.00, 0.00, 0.01, 0.25, 0.04, 0.01, 0.00, 0.01, 0.00, 0.02, -0.09, 0.00, 0.00, 0.00],
  "orbital_gap_ev": [8.569, 5.489],
  "e_lumo_ev": [-6.02, -9.08],
  "total_charge": 1,
  "energy_ha": -1874.18455,
  "e_homo_ev": [-14.58, -14.57],
  "spin_multiplicity": 2
}

***

{
  "formula": "C4H10BFO2",
  "method": "ωB97M-V with the def2-TZVPD basis set",
  "elements": ["B", "C", "C", "C", "C", "O", "O", "F", "H", "H", "H", "H", "H", "H", "H", "H", "H", "H"],
  "xyz": [[-2.7963, -0.1199, -0.1510], [2.7294, -0.1372, -0.5057], [1.9429, 0.3099, 0.7164], [0.4600, -0.0818, 0.7177], [-0.2540, 0.5660, -0.5029], [-2.8570, -1.3057, -0.8113], [-3.7789, 0.5349, 0.5639], [-0.2826, 1.9520, -0.4349], [2.2909, 0.1815, -1.3896], [2.8309, -1.2272, -0.6018], [3.6882, 0.3128, -0.5564], [1.6416, 1.3402, 0.7956], [2.5090, -0.1010, 1.5989], [-0.1845, 0.4147, 1.5618], [0.2911, -1.1211, 0.7004], [-0.0275, 0.2957, -1.5837], [-3.5536, -2.0313, -0.7377], [-4.6496, 0.2175, 0.6202]],
  "lowdin_charge": [-0.37, -0.10, -0.26, -0.22, -0.14, 0.10, 0.14, -0.07, 0.03, 0.09, 0.06, 0.09, 0.12, 0.14, 0.08, 0.11, 0.14, 0.06],
  "orbital_gap_ev": 7.646,
  "e_above_lowest_kcal_mol": 74.9,
  "e_lumo_ev": -0.03,
  "total_charge": 0,
  "energy_ha": -433.54208,
  "e_homo_ev": -7.68
}

***

{
  "formula": "C4H10BN",
  "method": "ωB97M-V with the def2-TZVPD basis set",
  "elements": ["B", "C", "C", "C", "C", "N", "H", "H", "H", "H", "H", "H", "H", "H", "H", "H"],
  "xyz": [[-0.3452, 1.2415, 0.6021], [-1.6429, 0.5346, 0.6203], [-1.3921, -0.7486, -0.2645], [0.1360, -0.8451, -0.6531], [2.1923, 0.1903, 0.0605], [0.9049, -0.1912, 0.4292], [-0.0545, 2.3487, 0.8484], [-1.8171, 0.1203, 1.5917], [-2.6541, 1.1642, 0.3997], [-1.7685, -1.6708, 0.2478], [-1.9357, -0.7065, -1.1687], [0.4204, -1.8592, -0.9737], [0.2301, -0.2563, -1.5894], [2.7080, -0.6773, -0.2467], [2.2657, 0.8057, -0.8125], [2.7526, 0.5496, 0.9089]],
  "lowdin_charge": [0.03, -0.17, -0.18, -0.25, -0.21, -0.14, 0.05, 0.09, 0.15, 0.11, 0.07, 0.11, 0.11, 0.06, 0.07, 0.08],
  "orbital_gap_ev": 8.680,
  "e_above_lowest_kcal_mol": 67.5,
  "e_lumo_ev": 0.39,
  "total_charge": 0,
  "energy_ha": -237.92248,
  "e_homo_ev": -8.29
}

***

{
  "formula": "C4H10BNO",
  "method": "ωB97M-V with the def2-TZVPD basis set",
  "elements": ["B", "C", "C", "C", "C", "N", "O", "H", "H", "H", "H", "H", "H", "H", "H", "H", "H"],
  "xyz": [[1.7448, -0.1505, -0.0687], [-0.2065, -1.8730, -0.2902], [-1.2173, -0.7327, -0.3249], [1.8550, 1.2885, -0.9597], [-2.0604, -0.5625, 0.8308], [0.7702, -1.0501, 0.3463], [3.0175, -0.3629, 0.4247], [-0.7336, -2.6698, 0.3249], [0.1046, -2.1820, -1.2649], [-1.1524, 0.0008, -1.0775], [2.7821, 1.6449, -0.5554], [1.1228, 2.1294, -0.8869], [2.1770, 1.1272, -2.0231], [-2.9593, -1.2178, 0.7694], [-2.5070, 0.4173, 0.7346], [-1.4007, -0.5233, 1.7627], [3.5229, 0.4578, 0.3916]],
  "mulliken_spin": [0.00, -0.01, 0.91, 0.06, -0.01, 0.88, 0.00, 0.03, 0.01, 0.01, 0.00, 0.00, 0.00, 0.06, 0.01, 0.03, 0.00],
  "orbital_gap_ev": [7.879, 8.271],
  "e_above_lowest_kcal_mol": 0.0,
  "e_lumo_ev": [0.72, -1.33],
  "total_charge": 0,
  "energy_ha": -313.14414,
  "e_homo_ev": [-7.16, -9.60],
  "spin_multiplicity": 3
}

***

{
  "formula": "C4H10Br2NSi",
  "method": "ωB97M-V with the def2-TZVPD basis set",
  "elements": ["C", "C", "C", "C", "N", "Si", "Br", "Br", "H", "H", "H", "H", "H", "H", "H", "H", "H", "H"],
  "xyz": [[-0.2539, -0.6926, 0.3334], [1.9010, 0.3483, 0.1408], [3.1495, 0.0808, -0.2529], [1.3280, 1.4908, 0.6799], [0.0384, -2.0354, 0.0828], [-1.4405, 0.2427, -0.9988], [3.3300, -1.8119, -0.5463], [4.5267, 1.2917, -0.5582], [-0.1418, -0.2823, 1.2710], [2.0518, 2.1753, 1.1360], [0.5076, 1.3272, 1.4712], [0.6487, 1.9555, -0.1276], [-0.0147, -2.5571, 0.9666], [1.0434, -2.2087, -0.3377], [-0.5893, -2.4666, -0.6991], [-0.9311, -0.3866, -2.2566], [-1.2912, 1.7293, -0.8568], [-2.9119, -0.0988, -0.7279]],
  "lowdin_charge": [-0.27, -0.29, -1.16, -0.19, 0.04, 0.73, 0.77, 0.81, 0.01, 0.10, 0.10, 0.08, 0.18, 0.06, 0.19, -0.06, -0.05, -0.06],
  "orbital_gap_ev": [7.466, 7.517],
  "e_above_lowest_kcal_mol": 80.0,
  "e_lumo_ev": [-5.07, -5.06],
  "total_charge": 1,
  "energy_ha": -5650.21947,
  "e_homo_ev": [-12.54, -12.58]
}

***

{
  "formula": "C4H10ClMg2O2",
  "method": "ωB97M-V with the def2-TZVPD basis set",
  "elements": ["Mg", "Mg", "Cl", "C", "O", "C", "C", "O", "C", "H", "H", "H", "H", "H", "H", "H", "H", "H", "H"],
  "xyz": [[-3.9075, -5.6220, 0.8855], [-6.1316, -2.0907, 0.0655], [-3.8316, -2.7874, 0.3267], [1.2624, 2.3779, -1.7183], [0.9521, 1.2839, -0.8823], [1.1457, 1.5474, 0.4670], [1.1103, 0.2277, 1.2442], [-0.1058, -0.4478, 1.0092], [-0.0612, -1.5173, 0.1035], [0.4457, 3.1162, -1.6930], [1.3535, 2.0645, -2.7552], [2.1795, 2.8842, -1.3998], [0.5069, 2.3419, 0.8855], [2.1194, 2.0276, 0.6679], [1.1639, 0.4007, 2.3225], [1.9568, -0.3919, 0.9345], [-1.0984, -1.8201, -0.0299], [0.5733, -2.3479, 0.4394], [0.3664, -1.2469, -0.8729]],
  "lowdin_charge": [1.19, 1.22, -0.09, -0.03, -0.09, -0.17, -0.12, -0.09, -0.07, 0.13, 0.11, 0.12, 0.16, 0.15, 0.15, 0.15, 0.04, 0.12, 0.12],
  "orbital_gap_ev": 1.895,
  "e_above_lowest_kcal_mol": 110.4,
  "e_lumo_ev": -14.88,
  "total_charge": 3,
  "energy_ha": -1167.98533,
  "e_homo_ev": -16.77
}

***

{
  "formula": "C4H10ClN",
  "method": "ωB97M-V with the def2-TZVPD basis set",
  "elements": ["C", "C", "C", "C", "H", "H", "H", "H", "H", "H", "H", "H", "H", "H", "N", "Cl"],
  "xyz": [[-2.5572, -0.9048, -0.1789], [-1.7028, 1.4209, -0.0526], [-0.1359, -0.4025, -0.2424], [0.9331, -0.2454, 0.7611], [-2.9766, -0.8648, -1.1584], [-3.3474, -0.6108, 0.5230], [-2.4577, -1.8288, 0.3340], [-2.4925, 1.7378, 0.7015], [-0.6672, 1.9166, 0.2869], [-2.0360, 1.6833, -1.0294], [0.2903, 0.0554, -1.1690], [-0.1046, -1.5243, -0.5184], [1.1609, -1.0879, 1.4197], [0.6531, 0.6990, 1.3271], [-1.4021, -0.0254, 0.1790], [2.5041, 0.0466, -0.2172]],
  "lowdin_charge": [-0.08, -0.07, -0.42, -0.50, 0.07, 0.08, 0.07, 0.09, 0.12, 0.06, 0.09, 0.15, 0.07, 0.09, -0.28, 0.47],
  "orbital_gap_ev": 9.833,
  "e_above_lowest_kcal_mol": 44.2,
  "e_lumo_ev": 0.97,
  "total_charge": 0,
  "energy_ha": -673.28907,
  "e_homo_ev": -8.86
}

***

{
  "formula": "C4H10ClN",
  "method": "ωB97M-V with the def2-TZVPD basis set",
  "elements": ["C", "C", "C", "C", "H", "H", "H", "H", "H", "H", "H", "H", "H", "H", "N", "Cl"],
  "xyz": [[2.2016, -0.4309, -0.2380], [0.9420, 0.2520, 0.3239], [-0.2333, -0.5797, -0.1343], [-1.6454, -0.1775, 0.1936], [2.1420, -1.5035, 0.0317], [2.1256, -0.5833, -1.3210], [3.0682, 0.1915, 0.1148], [1.0649, 0.1642, 1.4244], [-0.1702, -0.6387, -1.2576], [-0.0349, -1.6571, 0.2577], [-1.7072, -0.2029, 1.3188], [-2.3062, -1.0565, -0.1441], [-2.9220, 1.4512, 0.0593], [-1.3449, 1.7297, -0.2401], [-2.0554, 1.0819, -0.3766], [0.8751, 1.9597, -0.0125]],
  "lowdin_charge": [-0.14, -0.81, -0.28, -0.34, 0.08, 0.07, 0.09, 0.11, 0.13, 0.15, 0.11, 0.13, 0.09, -0.06, -0.02, 0.68],
  "orbital_gap_ev": 10.068,
  "e_above_lowest_kcal_mol": 17.7,
  "e_lumo_ev": 0.96,
  "total_charge": 0,
  "energy_ha": -673.33128,
  "e_homo_ev": -9.10
}

***

{
  "formula": "C4H10ClNS",
  "method": "ωB97M-V with the def2-TZVPD basis set",
  "elements": ["C", "C", "C", "C", "N", "S", "Cl", "H", "H", "H", "H", "H", "H", "H", "H", "H", "H"],
  "xyz": [[1.5503, -0.6969, -0.3342], [-0.5222, -0.0684, -1.6399], [0.0543, 1.3658, 0.4286], [0.1411, -0.0413, -0.3403], [-2.0101, -0.4335, 1.2957], [-0.8004, -1.1850, 0.8545], [0.7823, -0.8263, 2.7926], [1.4284, -1.5116, -0.9912], [2.2248, -0.0532, -0.8055], [1.8222, -0.9485, 0.6372], [-1.5382, 0.1583, -1.6179], [-0.3550, -1.0491, -2.0521], [0.0162, 0.7685, -2.0997], [-0.9158, 1.8089, 0.5048], [0.3199, 1.3030, 1.4497], [0.6701, 2.1888, 0.2277], [-2.8678, -0.7796, 1.6898]],
  "lowdin_charge": [-0.10, -0.09, -0.11, -0.70, -0.33, 0.85, -0.04, 0.06, 0.08, -0.03, 0.06, 0.08, 0.12, 0.06, 0.00, 0.06, 0.02],
  "orbital_gap_ev": 8.499,
  "e_above_lowest_kcal_mol": 34.4,
  "e_lumo_ev": -0.94,
  "total_charge": 0,
  "energy_ha": -1071.44981,
  "e_homo_ev": -9.44
}

***

{
  "formula": "C4H10ClO2Zn",
  "method": "ωB97M-V with the def2-TZVPD basis set",
  "elements": ["Zn", "Cl", "C", "O", "C", "C", "O", "C", "H", "H", "H", "H", "H", "H", "H", "H", "H", "H"],
  "xyz": [[1.4109, -1.1570, 5.1684], [0.1689, -0.0249, 3.4133], [2.4438, 0.0726, -0.1527], [1.5048, 0.4912, -1.1114], [0.3816, 1.1124, -0.5692], [-0.6628, 0.0582, -0.1633], [-1.0366, -0.7097, -1.3023], [-2.4697, -0.7633, -1.4064], [2.1056, -0.6863, 0.5593], [2.8495, 0.9256, 0.3999], [3.2818, -0.3685, -0.6915], [-0.0186, 1.9090, -1.1966], [0.5653, 1.7001, 0.3438], [-1.5087, 0.5825, 0.2963], [-0.4272, -0.6477, 0.6442], [-2.8858, -1.0572, -0.4385], [-2.7761, -1.5981, -2.0356], [-2.9265, 0.1613, -1.7576]],
  "lowdin_charge": [0.99, -0.06, -0.11, -0.14, -0.20, -0.23, -0.14, -0.08, 0.07, 0.09, 0.09, 0.14, 0.12, 0.11, 0.08, 0.08, 0.09, 0.10],
  "orbital_gap_ev": 2.657,
  "e_above_lowest_kcal_mol": 0.0,
  "e_lumo_ev": -9.29,
  "total_charge": 1,
  "energy_ha": -2547.97746,
  "e_homo_ev": -11.95
}

***

{
  "formula": "C4H10ClP",
  "method": "ωB97M-V with the def2-TZVPD basis set",
  "elements": ["C", "C", "C", "C", "P", "Cl", "H", "H", "H", "H", "H", "H", "H", "H", "H", "H"],
  "xyz": [[-2.1046, 1.8231, -0.1225], [0.8806, -1.5457, -1.1038], [1.8169, -0.3034, 0.8769], [0.6574, -0.9601, 0.2896], [-0.9297, 0.2581, 0.1749], [2.6906, 0.9564, -0.0375], [-2.5567, 1.9432, 0.7466], [-1.3851, 2.6009, -0.3080], [-2.8906, 1.8426, -0.9055], [-0.1186, -1.7746, -1.3508], [1.5214, -2.3715, -1.1910], [1.3824, -0.7619, -1.5924], [1.4096, 0.0358, 1.8709], [2.4708, -1.2033, 1.0388], [-1.0507, 0.2738, 1.5626], [-1.7937, -0.8135, 0.0512]],
  "lowdin_charge": [-0.26, -0.18, -0.73, -0.49, 0.93, 0.52, -0.05, 0.01, 0.04, 0.03, 0.06, 0.02, 0.07, 0.10, -0.03, -0.04],
  "orbital_gap_ev": 7.514,
  "e_above_lowest_kcal_mol": 103.4,
  "e_lumo_ev": -0.04,
  "total_charge": 0,
  "energy_ha": -959.78700,
  "e_homo_ev": -7.55
}